This record from the OMol25 dataset describes a 2-piece molecular cluster, C4H10O overall. The level of theory is ωB97M-V/def2-TZVPD.

LUMO, Ha: 0.031
2S+1: 1
Total charge: 0

Atoms and positions in Å:
C -0.8201 0.7290 2.3710
C -1.3730 -0.0097 1.1879
C -0.6469 -0.7535 0.3584
C 1.3270 0.1552 -2.5434
O 0.7004 -0.9353 0.5262
H 0.2678 0.6312 2.4153
H -1.2334 0.3422 3.3107
H -1.0686 1.7965 2.3239
H -2.4395 0.0558 0.9870
H 1.2061 0.5552 -1.5344
H -1.0929 -1.2681 -0.4921
H 0.3471 -0.0883 -2.9645
H 1.8222 0.8976 -3.1740
H 1.9461 -0.7472 -2.5114
H 1.0578 -1.3606 -0.2607

Atomic partial charges in e from the Mulliken method, atoms 1 to 5: -0.952 -0.123 -0.181 -1.023 -0.525

***

This record from the OMol25 dataset describes C18H24As2N2O8S3SbV as an isolated structure in a non-equilibrium geometry. The level of theory is ωB97M-V/def2-TZVPD.

LUMO (spin up / spin down), Ha: -0.433 / -0.389
2S+1: 2
Total charge: +3
⟨S²⟩: 0.96

Atoms and positions in Å:
V -3.0472 -0.2726 0.5718
S 0.2335 0.3736 3.3591
Sb -1.7612 1.6273 3.4460
S -3.0797 -0.7046 2.6060
S -2.8450 2.0853 1.0283
C -1.7263 0.6626 -2.2870
O -1.7127 0.2017 -0.8696
C -0.9107 0.9151 0.0141
O -1.4081 2.1989 0.1338
C 0.1014 0.3663 0.6893
C 0.7979 1.1479 1.7774
As 2.9036 0.7160 1.9160
C 3.6906 2.4730 1.5644
C 3.1605 -0.1894 0.1790
C 2.3861 -1.1263 -0.3542
As 0.5280 -1.5425 0.0925
C 0.8700 -2.4626 1.7848
C 2.8074 -2.2985 -1.1957
O 1.9882 -3.1897 -1.3221
O 4.0353 -2.3120 -1.6235
C 4.4730 -3.5168 -2.3171
C 4.6205 0.0233 -0.0836
O 5.3421 0.0529 0.8945
O 4.9545 0.2967 -1.3108
C 6.3709 0.5516 -1.5422
C 0.4385 2.6149 1.7949
O -0.4605 3.0639 2.5896
O 1.0362 3.3783 0.9844
C 0.7643 4.8273 0.9149
H -1.8322 -0.2464 -2.8703
H -0.7687 1.1433 -2.4659
H -2.5582 1.3495 -2.4134
H 3.3651 3.1711 2.3345
H 3.4766 2.8585 0.5716
H 4.7619 2.3222 1.6881
H 1.6585 -2.0168 2.3873
H 1.1894 -3.4544 1.4590
H -0.0422 -2.5648 2.3700
H 5.5536 -3.4428 -2.3546
H 4.0458 -3.5197 -3.3166
H 4.1537 -4.3944 -1.7621
H 6.4414 0.8037 -2.5937
H 6.9365 -0.3475 -1.3116
H 6.6995 1.3750 -0.9135
H 0.2153 4.9840 -0.0086
H 1.7451 5.2888 0.8723
H 0.2050 5.1438 1.7877
C -7.6868 -2.8642 -0.7186
N -6.7226 -1.7668 -0.5492
C -6.9225 -0.4559 -0.9241
C -5.7912 0.2187 -0.6110
N -4.8918 -0.6749 -0.0483
C -5.5084 -1.8673 -0.0310
H -8.6732 -2.4257 -0.8352
H -7.6681 -3.4874 0.1710
H -7.4224 -3.4351 -1.6051
H -7.8478 -0.1325 -1.3688
H -5.5599 1.2630 -0.7375
H -5.1019 -2.7864 0.3625

Atomic partial charges in e from the Mulliken method, atoms 1 to 5: 1.166 0.036 0.661 -0.239 -0.110

***

This record from the OMol25 dataset describes a 7-piece molecular cluster, C19H21F6NO20 overall in a non-equilibrium geometry. The level of theory is ωB97M-V/def2-TZVPD.

LUMO, Ha: -0.006
2S+1: 1
Total charge: 0

Atoms and positions in Å:
C 0.1048 0.0081 0.6258
N -1.1557 -0.7253 0.4672
O -1.0918 -1.8537 0.0266
O -2.1835 -0.1270 0.6836
H 0.1238 1.0299 0.2490
H 0.8990 -0.5331 0.1198
H 0.2486 0.1036 1.7031
C 3.1230 2.7295 1.3456
C 4.0881 3.8210 0.8852
O 4.7184 3.2554 -0.2347
C 4.1544 2.0438 -0.5351
O 4.4650 1.4176 -1.4987
O 3.3506 1.6602 0.4361
F 5.0376 4.1085 1.8262
H 2.1061 3.0884 1.1898
H 3.3170 2.3438 2.3436
H 3.5699 4.7487 0.6502
C -1.2622 6.1416 -0.0771
C -1.1730 6.4031 -1.5350
O -0.6383 5.1332 -1.9132
C 0.1128 4.6233 -0.8589
O 0.7758 3.6347 -0.9204
O -0.3056 5.1743 0.2805
F -0.2333 7.3479 -1.8525
H -2.2411 5.7807 0.2449
H -1.2012 7.1176 0.4202
H -2.1174 6.6202 -2.0257
C -0.5840 -5.2200 -0.8289
C 0.7273 -4.4779 -0.9981
O 0.8801 -4.4042 -2.4074
C 0.0126 -5.2099 -3.0280
O 0.0470 -5.5384 -4.1662
O -0.8635 -5.7207 -2.1259
F 1.8143 -5.2024 -0.6038
H -1.3862 -4.4772 -0.7340
H -0.6948 -5.8826 0.0257
H 0.6643 -3.5038 -0.5175
C 5.0249 -1.9389 0.8812
C 5.1783 -3.1652 -0.0619
O 4.3996 -2.8079 -1.1460
C 3.5858 -1.7441 -0.8546
O 2.7607 -1.3095 -1.5841
O 3.8734 -1.3169 0.3664
F 4.6755 -4.2591 0.6029
H 5.9437 -1.3466 0.7997
H 4.9477 -2.1044 1.9529
H 6.1904 -3.3798 -0.4010
C -4.5284 1.6454 -1.2229
C -4.8756 1.4385 -2.6888
O -4.8509 2.7698 -3.1755
C -4.1874 3.5686 -2.3019
O -3.7954 4.6790 -2.4923
O -4.0109 2.9519 -1.1261
F -6.0565 0.8378 -2.9518
H -4.0034 0.9120 -0.6179
H -5.5362 1.7351 -0.7769
H -4.1388 0.7662 -3.1475
C -2.7876 -4.3124 3.1614
C -3.7280 -3.1430 3.3872
O -2.8517 -2.0665 3.3140
C -1.6075 -2.4591 3.5037
O -0.6712 -1.7181 3.4003
O -1.5181 -3.8071 3.5811
F -4.2678 -3.2303 4.6535
H -2.7772 -4.3385 2.0629
H -3.0799 -5.2702 3.5726
H -4.5160 -3.0452 2.6474

Atomic partial charges in e from the Mulliken method, atoms 1 to 5: -0.512 1.045 -0.564 -0.591 0.152

***

This record from the OMol25 dataset describes a 2-piece molecular cluster, C6H17N2 overall in a non-equilibrium geometry. The level of theory is ωB97M-V/def2-TZVPD.

LUMO, Ha: -0.292
2S+1: 1
Total charge: +1

Atoms and positions in Å:
C 0.1646 1.5791 -1.3723
N 0.0234 -0.2405 0.8102
C -1.3121 -0.6048 0.7283
C -1.4473 -2.1661 0.9457
C -2.9186 -2.5399 1.0052
C 1.1436 2.1462 -0.3315
N 2.4630 2.0277 -0.7729
C 3.0266 0.6921 -0.9348
H 0.3972 1.7405 -2.4118
H -0.7523 2.1317 -1.1613
H 0.2197 -0.3640 1.8185
H -1.9817 -0.1291 1.4668
H -1.8069 -0.3554 -0.2198
H -1.0324 -2.3621 1.9435
H -0.8445 -2.7697 0.2781
H -3.3130 -2.5881 -0.0075
H -3.1054 -3.5223 1.4147
H -3.5095 -1.7747 1.5000
H 1.0385 3.2193 -0.1624
H 0.9869 1.6228 0.6573
H 0.0324 0.5440 -1.1017
H 3.0554 2.7035 -1.2261
H 3.9872 0.6391 -0.4120
H 3.1381 0.3921 -1.9786
H 2.3472 -0.0214 -0.4756

Atomic partial charges in e from the Mulliken method, atoms 1 to 5: -0.900 -0.260 -0.624 -0.345 -1.222

***

This record from the OMol25 dataset describes a 2-piece molecular cluster, C2H4N6O3 overall in a non-equilibrium geometry. The level of theory is ωB97M-V/def2-TZVPD.

LUMO, Ha: -0.066
2S+1: 1
Total charge: 0

Atoms and positions in Å:
C -0.5576 1.2205 0.0702
C -0.1661 -0.0609 -0.1398
N -1.9157 1.0603 0.0499
N -2.2584 -0.1927 -0.0083
N -1.1818 -0.9385 -0.0614
N -0.0023 2.4405 0.0562
N -1.0917 -2.3165 -0.1390
N 2.5135 -0.3915 0.0127
O 2.2968 0.7814 -0.2074
O 3.6045 -0.9169 0.0762
O 1.5454 -1.2129 0.1591
H 0.7848 2.8336 -0.3495
H -0.6813 3.1802 0.3279
H -2.0028 -2.6193 -0.5178
H -0.8874 -2.8673 0.6710

Atomic partial charges in e from the Mulliken method, atoms 1 to 5: 0.698 0.041 -0.314 -0.611 0.879

***

This record from the OMol25 dataset describes CHN3OS as an isolated structure in a non-equilibrium geometry. The level of theory is ωB97M-V/def2-TZVPD.

LUMO (spin up / spin down), Ha: 0.032 / -0.146
2S+1: 3
Total charge: 0
⟨S²⟩: 2.01

Atoms and positions in Å:
C 0.2435 0.1704 0.2645
N 1.0823 -0.6170 0.9269
N 0.1511 1.4327 0.6100
N 1.0078 1.7660 1.6015
O 2.8151 0.1491 2.7968
S 1.6020 0.3663 2.0772
H -0.4094 -0.2210 -0.4895

Atomic partial charges in e from the Mulliken method, atoms 1 to 5: 0.129 -0.396 -0.258 -0.187 -0.390

***

This record from the OMol25 dataset describes C28H47BBeBrCaCl10FLiN2O6 as an isolated structure in a non-equilibrium geometry. The level of theory is ωB97M-V/def2-TZVPD.

LUMO, Ha: -0.195
2S+1: 1
Total charge: +1

Atoms and positions in Å:
C -3.1203 -1.1936 2.1289
C -3.0523 -1.6054 0.6529
B -1.5965 -1.9072 0.1661
O -0.4868 -1.3490 0.7254
C -1.3838 -2.9032 -1.0863
C -0.8616 -2.2271 -2.1860
C -0.6101 -2.8680 -3.3688
C -0.9450 -4.2482 -3.4276
C -1.4616 -4.8846 -2.3354
C -1.8301 -6.3445 -2.5011
C -1.0710 -7.3504 -1.6566
F -3.1924 -6.4845 -2.3396
N -1.6530 -4.1792 -1.1753
O -2.1497 -4.8968 -0.1089
C -1.0842 -5.2012 0.8319
C -1.5019 -4.7115 2.2130
C -0.5661 -3.7003 2.8189
C -1.5007 -5.9736 3.2287
C -2.5772 -7.0776 2.8577
C -1.6369 -5.5845 4.7325
H -4.0609 -1.4830 2.5770
H -2.2944 -1.6648 2.6859
H -2.9772 -0.1166 2.1821
H -3.4771 -0.8445 -0.0073
H -3.6437 -2.5075 0.4857
H -0.5481 -0.3709 0.6215
H -0.6426 -1.1675 -2.1051
H -0.1996 -2.2998 -4.1845
H -0.8079 -4.7752 -4.3498
H -1.6384 -6.5877 -3.5425
H -0.9945 -8.3069 -2.1609
H -1.6389 -7.5302 -0.7524
H -0.0678 -6.9852 -1.4563
H -0.8553 -6.2535 0.9197
H -0.1882 -4.6768 0.5005
H -2.5491 -4.2184 2.0848
H -0.0053 -3.1231 2.0920
H 0.1450 -4.1667 3.4986
H -1.1797 -3.0064 3.4358
H -0.4933 -6.3906 3.1523
H -3.6501 -6.7180 3.0982
H -2.5273 -7.3486 1.8073
H -2.3591 -7.9299 3.5000
H -1.7811 -6.4930 5.3072
H -2.4728 -4.9198 4.8874
H -0.7093 -5.1153 5.0843
Br -4.1045 -4.6592 3.1830
Ca -2.1503 -2.3480 4.7647
C -0.4972 1.2485 -1.5335
O -0.0218 1.5880 -0.4033
O -1.7381 1.0008 -1.7120
O 0.2428 1.1084 -2.5689
C 2.2411 3.8780 -0.5510
C 2.1059 4.8786 0.6086
C 3.4676 5.5455 0.8307
C 3.8791 6.5234 -0.2718
C 2.6935 7.1962 -0.9856
C 1.3995 7.2356 -0.1762
N 1.0583 5.8512 0.2030
O -0.0182 5.7439 0.8206
C 0.3195 7.7674 -1.1177
C 1.5308 8.1959 1.0050
C 1.7693 4.0925 1.8628
H 1.2995 3.3520 -0.7329
H 2.9981 3.1226 -0.3262
H 2.5282 4.3734 -1.4956
H 3.4716 6.0773 1.7834
H 4.2292 4.7719 0.9354
H 4.5328 7.2844 0.1519
H 4.4778 5.9869 -1.0207
H 2.9781 8.2025 -1.2911
H 2.4899 6.6573 -1.9209
H 0.1496 7.0786 -1.9464
H 0.6198 8.7274 -1.5382
H -0.6269 7.9146 -0.6069
H 1.7728 9.1930 0.6385
H 2.3122 7.9065 1.7100
H 0.5943 8.2666 1.5562
H 2.5630 3.3729 2.0625
H 0.8424 3.5331 1.7514
H 1.6806 4.7476 2.7315
C -3.6396 8.1967 -2.3532
Cl -4.0586 8.1561 -4.0494
Cl -5.0780 8.5393 -1.3873
Cl -2.9494 6.6527 -1.8472
Cl -2.4278 9.4827 -2.0754
C 3.0536 -5.0597 -3.5473
Cl 4.2265 -4.9623 -4.8565
Cl 3.7362 -4.4751 -2.0314
Cl 1.5818 -4.1352 -3.9244
H 2.7744 -6.0973 -3.4205
Li 4.4158 5.1819 -2.6683
Be 4.3060 7.1663 -4.8099
C 4.4025 -2.0503 1.0479
Cl 4.8231 -3.7458 0.7784
Cl 2.6850 -1.8474 1.4202
H 4.9894 -1.6742 1.8769
H 4.6243 -1.4925 0.1458
Cl -4.9397 5.5655 -4.4172

Atomic partial charges in e from the Mulliken method, atoms 1 to 5: -0.229 -0.543 -0.027 -0.104 0.722